C5H10N2 | ωB97M-V with the def2-TZVPD basis set

Element x y z (Å)
C 0.9827 0.3726 0.9517
C 1.0017 -0.4953 -0.3176
C -0.2742 -0.4295 -1.0858
C -0.5064 0.4774 -2.0435
C -1.6808 -1.6096 0.5771
N -1.3427 -1.0928 -0.5019
N 0.6723 1.7968 0.6170
H 1.9411 0.3554 1.4646
H 0.2317 -0.0950 1.5829
H 1.8094 -0.0870 -0.9311
H 1.3221 -1.5076 -0.0530
H 0.2642 1.0692 -2.5089
H -1.5548 0.7230 -2.1734
H -1.9808 -0.9955 1.4534
H -1.7522 -2.6869 0.7983
H -0.3128 1.9004 0.8347
H 1.1795 2.3043 1.3354

Results
Charge: 0
Energy relative to the best compared isomer or geometry (same formula, charge and spin) in kcal/mol: 68.6
2S+1: 1
Strongest force on any atom in Eh/bohr: 0.0534
Molecular weight in Da: 98.1
HOMO level in eV: -7.45
Total energy in eV: -8324.3595

List of Löwdin charges in e, atom by atom: -0.26 -0.17 -0.40 0.02 -0.05 0.06 0.01 0.11 0.08 0.11 0.11 0.05 0.05 0.07 0.08 0.06 0.06